1.
{"formula": "C13H20BCl4NO3", "method": "ωB97M-V/def2-TZVPD", "largest_force_ev_per_a": 2.0, "charge": 0, "gap_ev": 7.56, "species": ["Cl", "B", "Cl", "Cl", "O", "C", "C", "C", "C", "C", "Cl", "C", "C", "H", "H", "H", "H", "H", "C", "O", "C", "C", "N", "C", "C", "O", "C", "H", "H", "H", "H", "H", "H", "H", "H", "H", "H", "H", "H", "H", "H", "H"], "xyz": [[-4.030, 0.044, -1.116], [-3.057, 1.012, 0.124], [-1.877, 2.231, -0.639], [-4.194, 1.980, 1.276], [-2.311, -0.006, 0.898], [-1.516, 0.182, 1.888], [-0.398, -0.696, 2.060], [0.703, -0.295, 2.840], [1.767, -1.159, 3.049], [1.763, -2.421, 2.436], [3.023, -3.536, 2.753], [0.740, -2.780, 1.544], [-0.335, -1.922, 1.341], [-1.585, 1.102, 2.481], [0.690, 0.704, 3.263], [2.588, -0.880, 3.711], [0.787, -3.741, 1.039], [-1.136, -2.169, 0.649], [-5.707, -3.713, 5.311], [-5.023, -2.562, 4.837], [-4.914, -2.526, 3.418], [-4.569, -1.101, 3.030], [-3.303, -0.683, 3.594], [-3.358, 0.577, 4.292], [-2.273, 0.658, 5.339], [-1.207, -0.212, 4.981], [-0.272, -0.386, 6.029], [-5.932, -3.501, 6.360], [-6.647, -3.914, 4.772], [-5.085, -4.620, 5.248], [-4.106, -3.212, 3.091], [-5.874, -2.785, 2.924], [-4.481, -1.023, 1.938], [-5.379, -0.429, 3.373], [-2.878, -1.416, 4.161], [-3.247, 1.379, 3.548], [-4.343, 0.701, 4.778], [-1.905, 1.694, 5.385], [-2.698, 0.332, 6.308], [0.400, -1.190, 5.707], [0.318, 0.529, 6.208], [-0.759, -0.670, 6.976]]}



2.
{"formula": "C7H8O", "method": "ωB97M-V/def2-TZVPD", "largest_force_ev_per_a": 3.7, "charge": 0, "gap_ev": [7.40, 7.16], "species": ["C", "C", "C", "O", "H", "H", "H", "H", "H", "H", "C", "C", "C", "C", "H", "H"], "xyz": [[-0.568, -1.489, -0.870], [0.680, -0.817, 1.321], [0.586, -0.795, -0.166], [1.720, -1.458, -0.023], [-1.510, -0.964, -0.713], [-0.651, -2.507, -0.488], [-0.352, -1.530, -1.937], [0.320, -1.694, 1.849], [1.398, -0.175, 1.814], [-0.454, 0.470, 1.437], [0.526, 0.803, -0.530], [-0.690, 1.352, 0.693], [1.147, 1.482, -1.346], [-1.574, 2.199, 0.638], [-2.214, 2.998, 0.354], [1.636, 2.124, -2.035]]}



3.
{"formula": "C2H2O3S", "method": "ωB97M-V/def2-TZVPD", "largest_force_ev_per_a": 1.7, "charge": 0, "gap_ev": 9.60, "smiles": "O=C(O)C(O)=S", "species": ["C", "C", "H", "H", "O", "O", "O", "S"], "xyz": [[0.252, -0.321, -0.651], [-0.072, 0.608, 0.469], [1.044, -1.895, -0.955], [-1.267, 1.107, 1.689], [0.939, -1.335, -0.172], [-1.201, 0.332, 1.073], [0.628, 1.558, 0.679], [-0.322, -0.053, -2.131]]}